Entry from the OMol25 dataset: a structure of composition C45H42BBaN10O2S4Se2 (ωB97M-V with the def2-TZVPD basis set).

```
107
C45H42BBaN10O2S4Se2, DFT ωB97M-V with the def2-TZVPD basis set
Ba 0.021 0.868 1.003
C -2.676 -4.271 -1.749
C -2.650 -3.464 -0.493
C -3.666 -3.353 0.435
C -3.193 -2.419 1.379
N -1.999 -1.973 1.025
N -1.636 -2.662 -0.101
B -0.230 -2.220 -0.623
N -0.271 -1.500 -2.012
N -0.329 -0.138 -1.876
C -0.193 0.371 -3.097
C -0.067 -0.656 -4.043
C -0.121 -1.824 -3.310
C -0.002 -3.225 -3.799
C -0.100 1.825 -3.314
C -0.740 2.726 -2.467
C -0.600 4.092 -2.664
C 0.172 4.573 -3.711
C 0.813 3.681 -4.557
C 0.682 2.315 -4.358
N 1.036 -3.075 -0.321
N 1.977 -2.291 0.289
C 3.075 -3.012 0.407
C 2.865 -4.306 -0.104
C 1.562 -4.307 -0.550
C 0.843 -5.485 -1.115
C 4.296 -2.430 0.997
C 5.484 -3.156 1.037
C 6.632 -2.598 1.580
C 6.607 -1.308 2.090
C 5.427 -0.577 2.054
C 4.282 -1.135 1.510
C -3.853 -1.941 2.606
C -3.099 -1.399 3.644
C -3.718 -0.927 4.794
C -5.095 -1.024 4.934
C -5.854 -1.579 3.911
C -5.238 -2.029 2.753
H -3.678 -4.681 -1.878
H -1.992 -5.117 -1.731
H -2.450 -3.665 -2.628
H -4.593 -3.903 0.434
H -0.031 -1.338 0.103
H 0.051 -0.562 -5.110
H -0.635 -3.379 -4.675
H -0.304 -3.945 -3.046
H 1.027 -3.455 -4.086
H -1.361 2.365 -1.656
H -1.090 4.778 -1.984
H 0.293 5.640 -3.853
H 1.442 4.046 -5.359
H 1.221 1.621 -4.991
H 3.542 -5.144 -0.118
H 1.222 -6.390 -0.643
H 0.992 -5.590 -2.190
H -0.226 -5.444 -0.925
H 5.514 -4.162 0.638
H 7.550 -3.173 1.604
H 7.503 -0.874 2.516
H 5.382 0.430 2.449
H 3.365 -0.562 1.496
H -2.023 -1.319 3.551
H -3.106 -0.465 5.557
H -5.578 -0.658 5.831
H -6.930 -1.651 4.007
H -5.838 -2.448 1.951
O 1.443 4.989 7.207
C 1.253 4.226 6.290
S 2.492 3.729 5.131
C 1.485 2.647 4.187
C 0.195 2.500 4.558
S -1.056 1.502 3.844
S -0.291 3.425 5.969
S 2.220 1.825 2.829
Se 2.683 3.197 0.747
Se 2.987 3.940 -1.691
C 3.172 2.146 -2.347
C 3.888 1.984 -3.540
C 4.046 0.720 -4.069
C 3.508 -0.364 -3.383
C 2.821 -0.107 -2.211
N 2.634 1.115 -1.704
C 1.006 4.207 0.825
C 1.009 5.570 0.543
C -0.194 6.248 0.576
C -1.357 5.562 0.907
C -1.259 4.214 1.193
N -0.099 3.553 1.136
H 4.315 2.852 -4.024
H 4.594 0.580 -4.993
H 3.619 -1.381 -3.734
H 2.396 -0.925 -1.644
H 1.936 6.074 0.310
H -0.222 7.308 0.355
H -2.317 6.057 0.958
H -2.122 3.621 1.467
C -4.703 1.463 1.957
N -4.599 0.674 0.744
C -3.481 0.724 -0.024
N -3.408 -0.166 -1.055
O -2.608 1.582 0.167
H -5.747 1.717 2.139
H -4.136 2.379 1.821
H -4.302 0.940 2.825
H -5.149 -0.166 0.691
H -3.888 -1.047 -0.948
H -2.479 -0.236 -1.457
```

Its energy above the lowest of the compared OMol25 structures with the same formula, charge and spin is 25.0 kcal/mol. Its HOMO-LUMO gap is 0.21575 Ha. Its net charge is -1. Its electronic energy is -8884.38712 hartree.

Löwdin population analysis, charges in e, atoms 1 to 4: Ba 1.5045; C -0.0130; C -0.2884; C 0.0033



Entry from the OMol25 dataset: a structure of composition C45H42BrCl3N12O4PS3Y (ωB97M-V with the def2-TZVPD basis set).

```
112
C45H42BrCl3N12O4PS3Y, DFT ωB97M-V with the def2-TZVPD basis set
Y 0.038 -0.837 -1.771
Br 3.006 -4.724 -7.794
C 2.320 -3.490 -6.509
C 2.843 -2.208 -6.453
C 2.322 -1.327 -5.507
C 1.301 -1.695 -4.633
O 0.823 -0.834 -3.759
C 0.787 -3.026 -4.681
C -0.220 -3.523 -3.812
N -0.766 -2.900 -2.741
C -1.825 -3.501 -2.141
C -2.624 -4.503 -2.720
C -3.680 -5.101 -2.033
C -4.018 -4.736 -0.756
C -3.285 -3.696 -0.137
C -3.612 -3.227 1.148
C -2.899 -2.207 1.713
C -1.840 -1.656 0.985
N -1.502 -2.060 -0.226
C -2.204 -3.069 -0.813
C 1.324 -3.900 -5.651
H 3.640 -1.904 -7.118
H 2.729 -0.326 -5.417
H -0.514 -4.552 -4.000
H -2.440 -4.792 -3.744
H -4.257 -5.868 -2.540
H -4.844 -5.193 -0.226
H -4.443 -3.684 1.673
H -3.136 -1.821 2.695
H -1.230 -0.870 1.414
H 0.947 -4.914 -5.708
C 5.409 -2.884 2.481
C 4.187 -3.134 1.631
O 3.365 -1.957 1.696
P 1.921 -1.961 0.977
S 1.231 -0.116 1.123
S 2.011 -2.698 -0.841
O 1.065 -2.998 1.863
C 0.598 -2.667 3.177
C 1.592 -3.086 4.239
H 6.069 -3.754 2.461
H 5.129 -2.687 3.517
H 5.962 -2.023 2.107
H 3.618 -3.995 1.991
H 4.451 -3.320 0.589
H -0.349 -3.196 3.289
H 0.395 -1.595 3.227
H 1.807 -4.153 4.171
H 1.180 -2.884 5.231
H 2.527 -2.533 4.134
N -3.226 4.041 -5.090
C -2.191 3.169 -5.325
C -1.285 2.848 -4.292
N -0.265 2.045 -4.498
C -0.112 1.528 -5.726
C -0.998 1.853 -6.730
N -2.037 2.673 -6.546
H -3.561 4.084 -4.135
H -3.949 4.006 -5.790
H -1.424 3.257 -3.297
H 0.694 0.823 -5.880
H -0.874 1.434 -7.722
Cl -3.482 2.891 8.547
C -2.743 2.854 6.972
C -2.426 4.044 6.337
C -1.826 3.992 5.091
C -1.540 2.784 4.463
C -0.865 2.798 3.110
C -1.847 3.123 1.988
N -1.224 2.893 0.701
C -0.253 3.656 0.094
C 0.194 2.922 -0.960
N -0.488 1.727 -1.024
C -1.333 1.755 -0.019
O 0.145 3.794 3.078
C 1.466 3.279 3.236
C 1.660 2.594 4.558
C 1.595 3.204 5.774
Cl 1.370 4.884 6.065
S 1.784 2.120 7.081
C 1.994 0.804 6.005
C 1.900 1.194 4.706
C -1.888 1.617 5.129
Cl -1.589 0.061 4.407
C -2.482 1.633 6.382
H -2.635 4.988 6.820
H -1.533 4.912 4.600
H -0.436 1.813 2.903
H -2.164 4.164 2.063
H -2.737 2.497 2.055
H 0.030 4.619 0.481
H 0.967 3.175 -1.665
H -2.040 0.978 0.233
H 2.129 4.138 3.135
H 1.690 2.577 2.428
H 2.157 -0.192 6.387
H 1.985 0.525 3.858
H -2.731 0.708 6.883
N -4.076 3.531 -2.015
C -4.102 2.380 -2.183
N -4.204 1.078 -2.378
C -3.092 0.415 -2.396
N -2.100 -0.193 -2.410
N 2.186 1.492 -2.943
C 3.352 2.132 -3.103
C 4.194 1.687 -2.104
C 3.423 0.762 -1.383
N 2.208 0.651 -1.902
H 1.333 1.572 -3.507
H 3.491 2.840 -3.903
H 5.215 1.978 -1.928
H 3.684 0.176 -0.517
```

Its spin multiplicity is 2. Its energy above the lowest of the compared OMol25 structures with the same formula, charge and spin is 0.0 kcal/mol. Its HOMO-LUMO gap (alpha / beta) is 0.15365 / 0.23706 Ha. Its net charge is -1. Its electronic energy is -8227.31414 hartree.

Löwdin population analysis, charges in e, atoms 1 to 4: Y 1.2109; Br 0.6509; C -0.7146; C -0.1576



Entry from the OMol25 dataset: a structure of composition C45H42GeI2NO2PS3Tc (ωB97M-V with the def2-TZVPD basis set).

```
98
C45H42GeI2NO2PS3Tc, DFT ωB97M-V with the def2-TZVPD basis set
Tc -0.160 0.609 1.385
I -2.859 1.793 5.620
C -2.057 3.026 4.166
C -2.150 4.434 4.313
C -1.663 5.283 3.362
I -1.877 7.331 3.632
C -1.009 4.759 2.210
C -0.475 5.512 1.147
C 0.145 4.880 0.098
C 0.272 3.489 0.111
N -0.217 2.747 1.091
C -0.887 3.363 2.116
C -1.458 2.487 3.063
O -1.399 1.160 2.800
H -2.629 4.835 5.196
H -0.560 6.592 1.165
H 0.557 5.443 -0.727
H 0.796 2.970 -0.681
C 4.551 0.735 0.374
C 3.192 0.575 0.999
S 1.799 0.450 -0.035
C 2.996 0.627 2.340
C 4.154 0.760 3.299
S 1.423 0.589 3.040
H 4.487 0.918 -0.696
H 5.181 -0.143 0.540
H 5.067 1.584 0.826
H 4.509 1.793 3.337
H 4.989 0.130 2.994
H 3.860 0.475 4.307
Ge 2.287 -1.055 -1.787
C 3.475 -0.218 -3.020
C 4.850 -0.453 -3.009
C 5.656 0.111 -3.987
C 5.092 0.905 -4.978
C 3.723 1.134 -5.001
C 2.911 0.571 -4.024
C 2.749 -2.761 -1.041
C 3.746 -2.949 -0.083
C 4.041 -4.224 0.380
C 3.344 -5.320 -0.113
C 2.355 -5.145 -1.071
C 2.057 -3.870 -1.535
H 0.858 -1.060 -2.356
H 5.297 -1.089 -2.254
H 6.723 -0.073 -3.980
H 5.722 1.337 -5.745
H 3.288 1.744 -5.782
H 1.840 0.744 -4.050
H 4.299 -2.104 0.314
H 4.819 -4.364 1.120
H 3.578 -6.315 0.245
H 1.821 -6.002 -1.463
H 1.285 -3.747 -2.288
O -1.331 0.643 -0.327
S -2.662 -0.001 -0.787
C -3.791 1.364 -0.839
C -5.122 1.069 -1.103
C -6.029 2.115 -1.160
C -5.602 3.420 -0.943
C -4.270 3.690 -0.663
C -3.344 2.655 -0.609
C -2.383 -0.332 -2.497
C -2.796 -1.558 -2.993
C -2.594 -1.833 -4.341
C -1.981 -0.891 -5.153
C -1.568 0.335 -4.634
C -1.770 0.627 -3.298
H -5.450 0.048 -1.259
H -7.071 1.909 -1.366
H -6.317 4.231 -0.986
H -3.947 4.708 -0.484
H -2.302 2.844 -0.386
H -3.270 -2.287 -2.346
H -2.914 -2.782 -4.751
H -1.832 -1.106 -6.204
H -1.104 1.069 -5.281
H -1.468 1.581 -2.881
C 0.901 -2.677 2.344
P -0.517 -1.801 1.625
C -0.720 -2.635 0.018
C -1.922 -2.381 2.606
C -2.369 -1.640 3.699
C -3.402 -2.125 4.489
C -3.994 -3.345 4.197
C -3.549 -4.091 3.113
C -2.517 -3.614 2.321
H 0.673 -3.743 2.379
H 1.076 -2.314 3.356
H 1.794 -2.513 1.739
H -0.390 -3.670 0.095
H -0.124 -2.141 -0.746
H -1.767 -2.621 -0.278
H -1.922 -0.684 3.933
H -3.748 -1.542 5.333
H -4.803 -3.718 4.812
H -4.002 -5.048 2.888
H -2.179 -4.216 1.486
```

Its spin multiplicity is 2. Its HOMO-LUMO gap (alpha / beta) is 0.20446 / 0.20182 Ha. Its net charge is +2. Its electronic energy is -6233.81284 hartree.

Löwdin population analysis, charges in e, atoms 1 to 4: Tc 0.9320; I 1.0556; C -0.6267; C -0.1939



Entry from the OMol25 dataset: a structure of composition C45H44ClGeN3O3SiY (ωB97M-V with the def2-TZVPD basis set).

```
99
C45H44ClGeN3O3SiY, DFT ωB97M-V with the def2-TZVPD basis set
Y 0.376 0.509 0.820
C -1.753 3.394 -1.192
Si -0.081 3.816 -0.462
C 1.525 3.344 -1.433
C 0.062 5.682 -0.217
N -0.044 2.777 0.995
C -0.206 3.314 2.214
C -0.895 4.503 2.545
C -0.472 5.221 3.650
C 0.547 4.759 4.477
C 1.085 3.474 4.287
C 0.536 2.700 3.304
O 0.932 1.317 3.134
C 0.879 0.548 4.316
C 2.081 0.039 4.816
C 2.121 -0.560 6.077
C 0.901 -0.736 6.719
C -0.293 -0.378 6.155
C -0.331 0.278 4.973
H -1.776 2.389 -1.663
H -1.929 4.211 -1.943
H -2.486 3.474 -0.354
H 2.109 2.421 -1.234
H 2.263 4.171 -1.265
H 1.234 3.402 -2.500
H 0.035 6.260 -1.168
H 1.008 5.757 0.298
H -0.672 6.199 0.449
H -1.599 4.933 1.827
H -0.899 6.217 3.731
H 0.950 5.328 5.294
H 1.991 3.135 4.773
H 2.859 0.086 4.091
H 3.055 -0.859 6.520
H 0.930 -1.234 7.701
H -1.224 -0.608 6.659
H -1.241 0.614 4.506
Cl 7.003 -2.969 1.102
C 5.565 -2.233 0.558
C 5.624 -1.173 -0.373
C 4.532 -0.364 -0.573
C 3.375 -0.491 0.263
O 2.482 0.454 0.234
C 3.247 -1.717 1.085
C 2.071 -2.097 1.703
O 0.961 -1.407 1.695
C 4.386 -2.623 1.175
H 6.593 -0.960 -0.795
H 4.493 0.347 -1.381
H 2.151 -2.971 2.314
H 4.325 -3.512 1.766
C -0.204 0.019 -1.394
Ge -0.669 -1.262 -2.698
C -1.703 -0.616 -4.260
C -1.614 -1.111 -5.556
C -2.012 -0.392 -6.672
C -2.617 0.841 -6.523
C -2.845 1.276 -5.219
C -2.394 0.622 -4.102
C 0.938 -1.845 -3.730
C 1.579 -3.072 -3.574
C 2.693 -3.445 -4.339
C 3.151 -2.584 -5.340
C 2.610 -1.303 -5.410
C 1.520 -0.926 -4.648
C -1.818 -2.656 -1.904
C -1.434 -3.273 -0.703
C -2.172 -4.310 -0.147
C -3.323 -4.821 -0.825
C -3.766 -4.110 -1.910
C -2.988 -3.092 -2.515
H -0.003 0.978 -1.924
H -1.179 -2.074 -5.722
H -1.795 -0.739 -7.690
H -2.924 1.353 -7.427
H -3.348 2.216 -5.048
H -2.510 1.052 -3.112
H 1.305 -3.796 -2.753
H 3.148 -4.450 -4.260
H 3.942 -2.846 -6.039
H 3.068 -0.595 -6.091
H 1.078 0.097 -4.739
H -0.479 -2.939 -0.273
H -1.707 -4.741 0.736
H -3.798 -5.721 -0.478
H -4.741 -4.311 -2.406
H -3.335 -2.588 -3.438
C -3.589 -2.436 3.604
N -3.065 -1.333 2.771
C -3.941 -0.325 2.334
C -3.126 0.569 1.694
N -1.843 0.089 1.657
C -1.822 -1.006 2.437
H -3.470 -3.427 3.118
H -4.679 -2.296 3.681
H -3.152 -2.452 4.633
H -5.002 -0.358 2.584
H -3.400 1.501 1.235
H -0.953 -1.543 2.713
```

Its HOMO-LUMO gap (alpha / beta) is 0.15814 / 0.23419 Ha. Its net charge is -1. Its electronic energy is -4996.17018 hartree.

Löwdin population analysis, charges in e, atoms 1 to 4: Y 1.3492; C -0.1845; Si 0.4371; C -0.1749